No. 1
# C4H5O2Yb

A molecular structure, C4H5O2Yb (the ωB97M-V functional and the def2-TZVPD basis, the Open Molecules 2025 dataset).

The geometry in XYZ format:
```
12
C4H5O2Yb (the ωB97M-V functional and the def2-TZVPD basis)
H -1.7671 0.3624 -1.4822
C -0.0499 -0.5612 -0.5818
C -1.0675 0.5097 -0.6279
O -1.3693 1.1508 0.3650
Yb -2.9189 2.7927 1.2299
H -0.0247 -1.2366 -1.4439
O 2.3681 0.2731 -0.0895
C 1.2769 -0.2943 0.0268
C 0.4492 -1.1028 0.8298
H 2.4338 0.8917 -0.8480
H 0.0005 -0.6140 1.7053
H 0.6691 -2.1716 0.9165
```

- spin multiplicity = 1
- orbital gap (eV) = 10.00
- total charge = +3
- maximum force (eV/Å) = 3.08
- highest occupied orbital energy (Ha) = -0.8594

***

No. 2
# C4H5O3

A gas-phase ion, C4H5O3 (charge -1) (the ωB97M-V functional and the def2-TZVPD basis, the Open Molecules 2025 dataset).

The geometry in XYZ format:
```
12
C4H5O3 (the ωB97M-V functional and the def2-TZVPD basis)
O -1.8723 -0.9570 -1.7327
C -1.5594 0.2181 -1.5020
O -2.1437 1.2895 -1.7827
C -0.3768 0.4739 -0.6193
C -0.0110 -0.3881 0.4186
C 1.4267 -0.1384 1.0006
O 1.5032 1.0076 1.6421
H 0.2061 1.3760 -0.7715
H -0.2740 -1.4510 0.2956
H -0.6268 -0.1707 1.3070
H 2.1475 -0.2105 0.1427
H 1.5806 -1.0493 1.6015
```

- spin multiplicity = 1
- orbital gap (eV) = 6.20
- total charge = -1
- maximum force (eV/Å) = 1.84
- highest occupied orbital energy (Ha) = -0.1513

***

Number 1: lowest unoccupied orbital energy -0.4919 hartree. Number 2: lowest unoccupied orbital energy 0.0765 hartree.